258
Properties=species:S:1:pos:R:3:forces:R:3 method="wB97M-V/def2-TZVPD" relative_energy_kcal_mol=99.7 orbital_gap_ha=0.3051 total_charge=0 max_force_ev_per_a=3.84 e_homo_ev=-7.8 smiles=CC1(C)CCCC(C)(C)N1O.CC1(C)CCCC(C)(C)N1O.CC1(C)CCCC(C)(C)N1O.CC1(C)CCCC(C)(C)N1O.CC1(C)CCCC(C)(C)N1O.CC1(C)CCCC(C)(C)N1O.CC1(C)CCCC(C)(C)N1O.COCCNCCOC.COCCNCCOC
C 2.2745 -4.0666 -5.8111 0.5 -0.4 -0.3
C 2.3496 -3.8261 -4.2916 1.3 -0.2 -0.1
C 3.7171 -3.1345 -3.9544 -0.7 0.3 -0.6
C 1.1564 -2.8691 -3.8613 1.6 0.1 0.7
C -0.1648 -3.4965 -3.5348 0.6 -0.7 -0.6
C -0.0052 -4.7036 -2.6233 0.7 -0.1 -1.0
C 1.1681 -5.7547 -3.1130 -1.8 0.4 -0.5
C 1.4000 -6.6677 -1.9422 1.2 -0.4 0.6
C 0.5679 -6.6388 -4.2494 -0.3 -0.1 -0.1
N 2.4237 -5.0894 -3.5057 -2.8 2.2 1.5
O 3.4692 -5.9583 -3.8249 -0.3 -0.2 -0.3
H 1.5858 -4.8615 -6.0970 -0.5 0.5 0.1
H 2.0931 -3.1270 -6.3330 -0.3 -0.1 -0.1
H 3.2011 -4.4481 -6.2400 0.4 0.1 0.4
H 3.7773 -2.2068 -4.5234 0.0 0.2 0.2
H 3.8039 -2.9315 -2.8870 -0.2 0.1 0.0
H 4.5938 -3.7165 -4.2384 -0.3 -0.3 -0.1
H 1.4995 -2.2921 -3.0026 0.2 -0.4 0.6
H 1.0296 -2.0251 -4.5394 0.1 -0.4 -0.8
H -0.7816 -2.7236 -3.0761 -0.4 -0.2 -0.1
H -0.6170 -3.8820 -4.4485 -0.3 0.4 -0.2
H -0.9780 -5.1868 -2.7144 0.2 -0.7 0.4
H 0.0579 -4.3213 -1.6045 0.7 -0.5 0.2
H 1.7782 -6.1618 -1.0539 -0.5 0.5 0.2
H 2.2459 -7.3177 -2.1658 -0.2 -0.6 -0.2
H 0.5348 -7.2831 -1.6955 0.0 0.1 -0.1
H 1.1285 -7.5529 -4.4448 0.5 0.2 0.2
H 0.4667 -6.1397 -5.2131 -0.1 0.2 0.2
H -0.4191 -7.0090 -3.9720 -0.2 0.2 0.1
H 3.7128 -6.1753 -2.9221 0.8 -0.3 -0.1
C 1.7004 2.1587 5.7282 1.2 0.1 0.0
C 1.4976 0.8841 6.6470 -0.5 2.4 -0.9
C 2.8062 0.5048 7.3332 0.5 0.4 -0.4
C 0.5613 1.3906 7.7752 -1.0 0.6 0.1
C -0.9821 1.5473 7.4968 2.2 -2.1 -0.5
C -1.3580 0.2025 6.6959 0.1 2.7 1.3
C -0.5136 -0.0633 5.4221 -0.2 -0.5 -0.6
C -0.9940 -1.4503 4.9186 0.3 -0.1 0.5
C -0.7977 0.9759 4.2573 0.4 0.0 0.8
N 0.9215 -0.2208 5.8900 -2.0 -0.4 1.1
O 1.7920 -0.7973 4.9337 -0.2 0.8 -0.1
H 2.5363 2.0104 5.0446 0.2 -0.2 0.0
H 0.9208 2.5430 5.0704 -0.5 -0.6 0.5
H 1.9800 3.0114 6.3469 0.2 0.0 0.2
H 2.6813 -0.3895 7.9436 0.1 -0.1 -0.2
H 3.6376 0.4378 6.6314 -0.2 -0.7 -0.2
H 3.1764 1.2960 7.9851 -0.5 0.2 0.2
H 0.7563 0.8214 8.6841 -0.4 -0.5 -0.1
H 0.8073 2.4033 8.0946 0.9 0.0 -0.3
H -1.3367 1.6211 8.5248 -0.9 -0.4 -0.3
H -1.2247 2.4930 7.0121 0.1 -0.2 -0.4
H -2.4224 0.3359 6.5024 -0.1 -0.8 -0.5
H -1.1558 -0.5607 7.4473 -0.3 -0.4 -0.3
H -1.9564 -1.4298 4.4073 0.1 0.4 -0.1
H -1.1486 -2.1045 5.7766 0.2 -0.2 0.1
H -0.2603 -1.9192 4.2630 -0.1 0.1 -0.2
H -1.2633 1.8663 4.6798 0.2 0.2 0.0
H -1.4772 0.6464 3.4712 0.1 -0.5 0.2
H 0.1274 1.2674 3.7600 -0.1 -0.1 0.0
H 1.8084 -1.7114 5.2265 0.2 -0.1 -0.1
C -7.5877 3.9997 -3.2039 -0.5 0.2 -1.0
C -6.4520 4.9530 -2.7544 -1.5 -1.1 0.2
C -6.8763 6.4080 -2.8303 0.8 0.5 -0.3
C -6.3310 4.6959 -1.2326 1.3 -0.9 -0.3
C -5.5262 3.4343 -0.9233 0.4 0.5 -0.2
C -4.2343 3.4385 -1.7153 -0.1 -0.3 0.3
C -4.3520 3.5594 -3.2438 0.8 -0.1 -1.5
C -2.8922 3.8669 -3.7342 0.2 0.8 -0.4
C -4.8517 2.2817 -4.0073 -0.7 0.3 0.9
N -5.2094 4.7482 -3.5159 1.2 -0.5 2.9
O -5.2796 5.0921 -4.8556 -0.3 -0.1 -0.5
H -7.5980 3.8525 -4.2839 0.2 0.2 -0.2
H -7.5726 2.9827 -2.8120 0.3 0.2 0.4
H -8.5647 4.4281 -2.9801 0.0 0.0 0.3
H -7.3237 6.7378 -1.8926 -0.8 -0.2 -0.3
H -5.9495 6.9811 -2.8042 0.2 0.2 -0.4
H -7.4261 6.6610 -3.7369 -0.2 0.1 0.2
H -5.8156 5.5539 -0.8010 0.0 0.0 0.3
H -7.3047 4.5653 -0.7603 -0.2 0.5 -0.3
H -5.1886 3.5017 0.1109 -0.4 -0.4 0.3
H -6.0718 2.5050 -1.0867 -0.2 0.0 0.1
H -3.6676 2.5718 -1.3750 0.2 -0.2 -0.6
H -3.6616 4.2722 -1.3090 0.2 0.3 -0.4
H -2.6225 3.9656 -4.7857 -1.1 -0.7 -0.7
H -2.1410 3.1496 -3.4036 -0.2 0.0 0.6
H -2.5957 4.8867 -3.4888 0.0 0.0 1.1
H -4.3715 1.3609 -3.6761 0.3 0.1 0.1
H -4.7894 2.3311 -5.0944 0.3 0.4 0.1
H -5.9147 2.1781 -3.7894 0.0 -0.3 0.0
H -4.5063 5.6589 -4.9041 -0.1 0.3 -0.5
C -2.3595 -0.2066 -1.3130 0.3 -0.1 -0.1
C -1.9968 -0.0839 0.1735 -0.2 0.1 -0.1
C -3.1765 0.5054 0.9346 0.0 -0.3 0.2
C -1.7551 -1.4997 0.8263 0.0 0.6 -1.3
C -0.4559 -2.0983 0.3543 1.7 0.5 0.1
C 0.7029 -1.1537 0.7216 -1.2 1.4 -0.3
C 0.4945 0.3030 0.0873 0.9 0.0 0.8
C 1.4256 1.2976 0.8526 0.4 0.1 -0.3
C 0.9020 0.3091 -1.3843 0.5 -0.3 -0.7
N -0.8258 0.7973 0.3752 -1.1 -1.6 1.7
O -1.0576 2.1580 0.0570 -0.2 -1.1 -1.2
H -3.4357 -0.3428 -1.4195 0.0 -0.2 -0.2
H -2.0647 0.6916 -1.8556 -0.2 0.2 0.1
H -1.8021 -1.0141 -1.7876 -0.2 -0.2 -0.1
H -2.7519 0.8165 1.8891 -0.4 0.7 -0.1
H -3.7347 1.2405 0.3548 0.3 0.5 0.4
H -3.9107 -0.2609 1.1830 0.1 -0.2 -0.2
H -1.8358 -1.4477 1.9120 0.4 0.2 0.1
H -2.5750 -2.1453 0.5116 -0.3 0.1 -0.1
H -0.2493 -3.0824 0.7751 -0.2 -0.1 0.1
H -0.3233 -2.2000 -0.7228 -0.8 -0.2 -0.3
H 1.6691 -1.5088 0.3630 0.0 -0.1 0.2
H 0.6828 -1.0210 1.8033 0.4 0.0 0.2
H 1.8559 2.0115 0.1503 0.3 0.0 -0.1
H 2.2334 0.8162 1.4038 0.2 -0.2 -0.3
H 0.9292 1.9280 1.5903 -0.4 -0.3 0.1
H 0.5956 -0.5286 -2.0109 -0.6 -0.3 0.3
H 1.9874 0.2342 -1.4498 0.2 0.3 0.1
H 0.5873 1.1945 -1.9368 0.0 0.3 0.3
H -0.6273 2.6528 0.7582 0.1 0.4 0.3
C -1.9056 -7.2239 5.5891 0.6 -0.1 1.1
C -1.8523 -6.4650 4.2834 1.4 -0.4 0.1
C -3.0747 -5.6132 4.1512 -0.1 0.5 -0.5
C -0.4633 -5.5872 4.2982 -1.9 -0.8 1.0
C -0.0498 -5.0998 2.9632 0.1 1.1 0.0
C -0.0298 -6.1441 1.9053 0.0 0.3 -0.3
C -1.3194 -7.0288 1.8209 0.9 -0.7 -0.1
C -2.4199 -6.3668 0.9701 0.5 0.9 -0.8
C -0.7686 -8.3085 1.1170 -1.1 0.0 -0.2
N -1.7744 -7.4414 3.1938 2.5 0.1 -1.2
O -2.7910 -8.4244 3.1265 -0.4 1.0 0.1
H -1.2363 -8.0796 5.6780 0.3 0.0 -0.6
H -1.5149 -6.5295 6.3329 -0.4 0.0 0.4
H -2.8722 -7.6104 5.9124 -0.3 0.4 -0.3
H -2.8884 -4.9823 3.2820 -0.5 0.4 0.1
H -3.9125 -6.2779 3.9406 -0.2 0.1 0.0
H -3.2837 -5.0195 5.0411 0.0 0.1 -0.1
H -0.6137 -4.7204 4.9417 -0.6 0.2 0.1
H 0.3333 -6.0807 4.8549 0.0 -0.8 -0.4
H -0.6902 -4.2787 2.6412 -0.5 0.1 0.1
H 0.9112 -4.5966 3.0700 0.3 -0.1 -0.2
H 0.9116 -6.6904 1.9629 -0.3 -0.8 0.4
H 0.1453 -5.5931 0.9813 -0.6 -0.2 -0.6
H -2.1170 -6.3080 -0.0753 0.1 -1.1 -0.4
H -2.4698 -5.2797 1.0325 -0.3 0.3 1.2
H -3.4252 -6.7824 1.0396 0.2 -0.2 0.2
H -1.6069 -8.9321 0.8064 0.0 -0.5 0.5
H -0.0593 -8.7936 1.7876 -0.3 -0.3 0.0
H -0.2734 -8.1535 0.1584 0.2 0.7 0.2
H -2.4442 -9.1561 3.6422 0.2 -0.1 0.0
C 4.7558 -1.3397 0.3636 1.0 -0.6 0.3
C 5.9080 -0.4248 0.8455 0.4 1.2 -1.5
C 7.1863 -1.2170 1.3578 -1.1 0.2 1.6
C 6.3929 0.4044 -0.4510 -0.4 -0.5 0.9
C 7.2433 1.6106 -0.1075 -0.7 0.0 -0.1
C 6.4253 2.5273 0.7843 -0.1 -0.3 0.7
C 5.8638 1.9011 2.0814 1.0 -1.0 -0.3
C 6.9730 1.6906 3.0811 0.2 1.0 0.6
C 4.8421 2.8870 2.5908 -1.4 -1.2 0.2
N 5.2360 0.5630 1.7899 0.0 0.2 -1.9
O 4.6428 -0.0838 2.9152 1.1 0.4 0.0
H 4.0040 -0.7781 -0.1910 -0.1 0.1 0.3
H 5.1273 -2.1144 -0.3072 0.3 0.1 -0.2
H 4.3351 -1.9077 1.1934 -0.3 0.3 0.1
H 8.1361 -0.6914 1.4572 -0.3 0.6 -0.4
H 6.9345 -1.4458 2.3933 0.1 -0.3 0.3
H 7.4549 -2.1835 0.9314 -0.6 0.1 -0.7
H 6.9845 -0.2727 -1.0671 -0.2 -0.2 -0.1
H 5.5312 0.7301 -1.0337 -0.2 -0.1 0.0
H 8.1804 1.2261 0.2950 0.1 0.5 0.4
H 7.4866 2.1906 -0.9977 0.1 -0.2 -0.2
H 5.5364 2.9197 0.2904 0.1 -0.2 -0.7
H 6.9913 3.4148 1.0670 0.1 0.0 0.2
H 7.8660 1.2507 2.6373 -0.3 -0.5 0.2
H 6.5388 1.1840 3.9431 0.5 -0.5 0.0
H 7.3095 2.6603 3.4478 0.0 0.2 0.1
H 5.2563 3.8700 2.8151 -0.1 -0.2 0.1
H 4.2935 2.4328 3.4160 0.4 0.4 0.8
H 4.0168 2.9230 1.8798 0.2 0.6 -0.5
H 3.7082 0.1269 2.8544 -0.2 0.0 -0.1
C 3.8199 2.7854 -2.8267 -0.4 -0.5 -1.0
C 4.1271 2.0307 -4.1815 -1.0 -0.5 0.0
C 3.8610 0.4982 -4.0181 0.6 1.2 0.2
C 3.0704 2.4404 -5.2987 1.8 0.7 0.8
C 3.4099 3.8060 -5.8574 -1.2 0.4 1.1
C 4.8237 3.9669 -6.3087 -0.1 -0.3 -0.6
C 5.9194 3.5125 -5.3388 0.0 -0.4 0.7
C 7.1346 3.1948 -6.2004 1.1 -0.1 0.9
C 6.3221 4.6733 -4.3511 -0.3 -0.9 0.7
N 5.4975 2.2363 -4.7049 -1.2 0.0 -0.9
O 6.5056 1.5984 -3.9127 -0.5 0.8 -0.3
H 3.9789 3.8574 -2.9442 0.2 0.0 0.2
H 2.7608 2.6740 -2.5941 -0.2 -0.1 -0.1
H 4.3162 2.3709 -1.9493 0.5 0.1 -0.2
H 4.5740 0.1517 -3.2700 -0.3 -0.6 0.0
H 2.8227 0.3401 -3.7262 0.1 0.0 0.4
H 3.9631 -0.0127 -4.9755 0.4 0.0 0.0
H 3.0991 1.7167 -6.1132 -0.1 -0.2 0.2
H 2.0800 2.5367 -4.8539 0.0 -0.5 0.0
H 2.6269 4.0346 -6.5804 0.4 0.2 -0.6
H 3.2006 4.5218 -5.0625 0.1 0.2 0.3
H 5.0216 5.0162 -6.5272 0.1 0.0 -0.3
H 4.9299 3.3784 -7.2200 0.2 0.1 -0.2
H 7.9784 2.9824 -5.5439 0.3 0.6 0.3
H 7.3461 4.0897 -6.7856 0.3 -0.3 -0.3
H 7.1609 2.2505 -6.7443 -1.0 0.3 -0.7
H 5.6839 5.5564 -4.3794 0.1 0.1 -0.5
H 7.3780 4.9318 -4.4312 -0.1 0.2 -0.3
H 6.2041 4.3355 -3.3215 0.1 -0.3 0.1
H 6.8276 0.9749 -4.5678 0.3 -0.3 0.2
C 2.7103 7.1039 -3.8785 0.3 -0.3 -1.5
O 2.5148 6.3804 -2.7068 0.9 -0.5 -0.1
C 1.1628 6.1434 -2.4309 -0.2 0.7 0.4
C 1.0178 5.3752 -1.1297 -0.5 0.8 -0.9
N 1.5815 6.0912 -0.0175 0.4 0.3 1.3
C 1.8608 5.2534 1.1685 -1.9 -0.5 -0.3
C 0.6062 5.0903 2.0799 0.5 2.0 -1.0
O -0.4634 4.3999 1.4630 0.4 -0.4 1.1
C -1.6001 4.4224 2.3285 -0.7 -1.0 -1.6
H 2.0227 6.7961 -4.6663 -0.7 0.1 0.1
H 3.6425 6.8228 -4.3684 0.5 0.1 0.6
H 2.6815 8.1919 -3.8194 -0.2 0.1 0.5
H 0.6314 5.6190 -3.2251 0.2 -0.4 -0.3
H 0.7279 7.1425 -2.4031 -0.7 0.1 0.5
H 1.4318 4.3790 -1.2852 0.1 -0.3 0.1
H -0.0635 5.2999 -1.0154 -0.1 -0.4 0.3
H 2.4318 6.5708 -0.2765 0.0 -0.1 -0.3
H 2.6045 5.7004 1.8282 0.3 -0.1 -0.4
H 2.1075 4.2714 0.7649 0.7 -0.4 0.5
H 0.2565 6.1169 2.1884 -0.1 0.4 0.2
H 0.8433 4.8118 3.1067 0.1 -1.0 0.0
H -2.3219 3.7875 1.8148 -0.2 -0.1 -0.1
H -2.0641 5.4088 2.3319 0.3 0.2 0.7
H -1.4306 3.8977 3.2687 0.3 0.7 0.4
C -7.2786 -5.7061 1.6845 -0.1 0.0 -1.1
O -7.0500 -4.4313 1.0561 -0.7 -0.6 0.5
C -6.0004 -3.7622 1.7154 0.9 0.4 -1.1
C -5.7334 -2.3465 1.1193 -1.6 -1.6 1.1
N -7.0060 -1.6774 1.2563 0.1 1.5 0.7
C -6.9796 -0.2933 0.7769 -0.2 -0.5 0.3
C -8.2318 0.4780 1.1971 2.0 -0.9 -1.3
O -9.3636 -0.1671 0.6920 0.1 0.1 1.0
C -10.4342 0.3037 1.4316 -2.5 -0.3 -0.1
H -7.7138 -5.6514 2.6824 0.5 0.3 0.3
H -6.3646 -6.2948 1.6067 0.2 0.0 0.6
H -8.0001 -6.3033 1.1269 -0.2 0.5 -0.5
H -5.1043 -4.3654 1.5694 0.4 -0.1 0.3
H -6.2150 -3.6414 2.7772 0.0 0.0 0.1
H -5.3553 -2.3342 0.0971 0.3 -0.3 -0.2
H -4.9873 -1.9453 1.8053 0.0 0.4 -0.1
H -7.7591 -2.1733 0.8012 0.1 -0.2 0.0
H -6.7758 -0.3692 -0.2912 -0.1 0.9 -0.4
H -6.1867 0.2595 1.2806 0.4 -0.2 -0.2
H -8.1784 1.4776 0.7658 0.0 0.4 0.3
H -8.1366 0.4802 2.2830 -0.7 0.2 0.2
H -10.6326 1.3702 1.3261 0.3 0.3 -0.2
H -10.4611 0.1034 2.5027 0.9 -0.2 0.3
H -11.3328 -0.2086 1.0878 -0.1 0.0 -0.3

---

37
Properties=species:S:1:pos:R:3:forces:R:3 method="wB97M-V/def2-TZVPD" relative_energy_kcal_mol=26.0 orbital_gap_ha=0.3111 total_charge=0 max_force_ev_per_a=0.89 e_homo_ev=-7.9 smiles="O=C(/C=N/O)NCCCN1CCCCCC1"
O -2.5762 -0.5928 -1.9933 -0.1 -0.3 -0.1
C -3.0535 -0.1691 -0.9581 0.1 0.5 0.2
C -4.1095 -0.9224 -0.2241 -0.4 -0.8 -0.2
N -4.5783 -0.4787 0.8605 0.4 0.5 -0.1
O -5.5284 -1.1637 1.5200 -0.5 -0.5 0.2
N -2.7070 0.9885 -0.3694 0.0 0.2 0.2
C -1.6755 1.8591 -0.8764 0.2 0.2 -0.2
C -0.7004 2.2864 0.2194 0.0 -0.5 0.0
C -0.0367 1.1299 1.0026 -0.1 0.4 0.0
N 0.9447 0.3228 0.3325 -0.1 -0.1 -0.2
C 0.4697 -0.7608 -0.4933 0.0 -0.1 -0.2
C 1.5743 -1.7815 -0.7970 -0.1 0.0 0.2
C 2.5770 -1.9640 0.3442 0.1 -0.1 -0.2
C 3.7420 -0.9765 0.2708 -0.1 0.1 0.3
C 3.3638 0.4496 0.6595 0.1 0.0 -0.4
C 2.1504 0.9876 -0.1096 0.3 0.0 0.4
H -4.4294 -1.8619 -0.6858 0.0 0.1 0.1
H -5.7765 -1.9917 1.0595 0.3 0.3 -0.1
H -3.1836 1.2421 0.4834 0.0 -0.1 0.0
H -2.1349 2.7562 -1.3134 0.1 -0.1 0.0
H -1.1672 1.3161 -1.6744 -0.1 0.1 0.0
H 0.0697 2.9090 -0.2382 0.0 0.1 0.0
H -1.2382 2.9044 0.9433 0.0 0.1 0.0
H -0.8197 0.4618 1.3723 0.0 0.0 0.1
H 0.4541 1.5780 1.8754 -0.1 0.0 0.0
H 0.0409 -0.4314 -1.4539 -0.1 -0.1 0.1
H -0.3301 -1.2568 0.0659 0.0 0.0 -0.1
H 2.1163 -1.4861 -1.6973 0.0 0.0 -0.1
H 1.0878 -2.7334 -1.0177 0.0 0.0 -0.1
H 2.0650 -1.8559 1.3006 0.0 -0.1 0.1
H 2.9864 -2.9758 0.2917 0.0 0.0 0.0
H 4.1446 -0.9805 -0.7455 0.1 0.0 0.0
H 4.5386 -1.3153 0.9381 0.1 0.0 -0.1
H 4.2205 1.1054 0.4865 0.1 0.1 0.1
H 3.1232 0.4809 1.7238 0.0 0.1 0.1
H 2.3020 0.8591 -1.1877 0.0 0.1 -0.1
H 2.0740 2.0615 0.0850 0.0 0.0 -0.1